--- w ---
Here is a molecular structure, C2H5Br3NO from the Open Molecules 2025 dataset. Energies are from wB97M-V/def2-TZVPD.

Properties
Highest occupied orbital energy, eV: -13.73
Net charge: +1
LUMO, eV: -6.4938
Spin multiplicity: 1
Gap between HOMO and LUMO, Eh: 0.2658

Each line ends with the Löwdin charge.
Positions of all 12 atoms, in Å:
C (-0.836, -0.221, -0.950)  -0.43
C (-1.975, -0.987, -0.485)  -1.07
N (0.036, 0.249, 0.046)  0.00
O (-3.104, 0.406, 0.945)  -0.71
Br (-3.169, -1.414, -1.783)  0.98
Br (-1.854, -2.085, 1.052)  0.93
Br (-3.114, 2.275, 1.204)  0.76
H (-1.164, 0.524, -1.843)  0.20
H (-0.245, -0.934, -1.529)  0.15
H (0.080, 1.242, 0.168)  0.08
H (0.325, -0.305, 0.931)  0.13
H (-3.722, 0.104, 1.584)  -0.01

=====

--- x ---
Here is a molecular structure, C2H5Br3NO from the Open Molecules 2025 dataset. Energies are from wB97M-V/def2-TZVPD.

Properties
Highest occupied orbital energy, eV: -14.33
Net charge: +1
LUMO, eV: -6.2969
Spin multiplicity: 1
Gap between HOMO and LUMO, Eh: 0.2951

Each line ends with the Löwdin charge.
Positions of all 12 atoms, in Å:
C (0.993, -0.102, 0.583)  -0.32
C (1.487, 0.858, -0.439)  -0.97
N (0.279, -1.142, 0.252)  0.21
O (1.205, 0.719, -1.697)  0.06
Br (3.500, -0.551, 0.011)  0.47
Br (-2.178, 1.245, 0.185)  0.43
Br (2.011, 2.585, 0.121)  0.89
H (1.079, 0.156, 1.708)  0.18
H (-2.066, 2.491, -0.437)  -0.27
H (-0.275, -1.483, 0.925)  0.09
H (-0.065, -1.148, -0.639)  0.10
H (1.314, 1.472, -2.226)  0.11

=====

Verdict on stability: x comes out on top.

=====

--- w ---
Here is a gas-phase ion, C2H9N2 (charge +1) from the Open Molecules 2025 dataset. Energies are from wB97M-V/def2-TZVPD.

Properties
Highest occupied orbital energy, eV: -13.96
Net charge: +1
LUMO, eV: -3.7437
Spin multiplicity: 1
SMILES string: NCC[NH3+]
Gap between HOMO and LUMO, Eh: 0.3755

Each line ends with the Löwdin charge.
Positions of all 13 atoms, in Å:
N (0.132, -1.521, -0.742)  -0.03
C (0.803, -0.580, 0.227)  -0.24
C (0.364, 0.872, 0.068)  -0.12
N (-1.161, 0.934, 0.257)  0.18
H (0.263, -1.461, -1.748)  0.07
H (0.481, -2.483, -0.605)  0.09
H (1.911, -0.681, 0.210)  0.12
H (0.429, -1.133, 1.196)  0.16
H (0.562, 1.393, -0.838)  0.12
H (0.674, 1.610, 0.909)  0.16
H (-1.206, 1.473, 1.114)  0.15
H (-1.614, 1.560, -0.402)  0.17
H (-1.637, 0.016, 0.355)  0.17

=====

--- x ---
Here is 2 unconnected molecules or ions with the total composition C2H9N2 from the Open Molecules 2025 dataset. Energies are from wB97M-V/def2-TZVPD.

Properties
Highest occupied orbital energy, eV: -13.60
Net charge: +1
LUMO, eV: -3.6428
Spin multiplicity: 1
Gap between HOMO and LUMO, Eh: 0.3661

Each line ends with the Löwdin charge.
Positions of all 13 atoms, in Å:
N (0.849, 1.265, 1.198)  0.28
H (0.319, 0.343, 1.014)  0.07
H (0.843, 1.491, 2.192)  0.15
H (1.817, 1.146, 0.905)  0.15
H (0.403, 2.012, 0.668)  0.15
C (-0.761, -0.167, -1.720)  0.02
C (-0.082, -0.893, -0.858)  -0.27
N (-0.464, -1.082, 0.523)  0.00
H (-1.650, 0.381, -1.428)  0.07
H (-0.389, 0.003, -2.721)  0.07
H (0.792, -1.451, -1.154)  0.11
H (-0.199, -2.021, 0.799)  0.11
H (-1.476, -1.026, 0.580)  0.11

=====

Verdict on stability: x comes out on top.

=====

--- w ---
Here is a molecular structure, C5H9NO4 from the Open Molecules 2025 dataset. Energies are from wB97M-V/def2-TZVPD.

Properties
Highest occupied orbital energy, eV: -8.58
LUMO, eV: 0.3390
Spin multiplicity: 1
Gap between HOMO and LUMO, Eh: 0.3276

Each line ends with the Löwdin charge.
Positions of all 19 atoms, in Å:
C (2.539, 0.353, -0.053)  -0.47
C (-0.349, -1.305, -0.179)  -0.18
C (-1.215, -0.153, -0.796)  -0.15
C (1.251, 0.321, 0.754)  -0.09
C (0.237, 1.632, -0.245)  -0.31
N (0.456, -0.898, 0.968)  -0.04
O (3.063, 1.414, -0.297)  0.10
O (2.948, -0.808, -0.681)  0.09
O (-0.304, 0.853, -1.217)  -0.06
O (-0.654, 2.280, 0.514)  0.06
H (-1.013, -2.255, 0.232)  0.17
H (0.263, -1.723, -0.889)  0.06
H (-1.769, -0.554, -1.624)  0.11
H (-2.033, 0.340, -0.062)  0.16
H (1.519, 0.685, 1.746)  0.14
H (0.925, 2.229, -0.648)  0.10
H (-0.115, -0.754, 1.794)  0.11
H (2.158, -1.407, -0.788)  0.11
H (-0.742, 1.892, 1.380)  0.10

=====

--- x ---
Here is 2 unconnected molecules or ions with the total composition C5H9NO4 from the Open Molecules 2025 dataset. Energies are from wB97M-V/def2-TZVPD.

Properties
Highest occupied orbital energy (spin up / spin down), eV: -9.59 / -9.82
LUMO (spin up / spin down), eV: -1.5003 / -3.0589
Spin multiplicity: 1
Gap between HOMO and LUMO (spin up / spin down), Eh: 0.2972 / 0.2484

Each line ends with the Löwdin charge.
Positions of all 19 atoms, in Å:
C (1.406, 1.033, -0.048)  -0.04
C (0.274, 0.309, -0.793)  -0.64
C (0.765, -1.204, -0.727)  -0.23
O (-0.318, -2.026, -1.001)  -0.07
C (0.149, 0.727, -2.336)  -0.04
C (1.190, 1.195, -3.118)  0.03
O (-0.935, 0.550, -0.395)  0.08
O (-0.679, -0.757, 1.770)  0.05
N (-1.145, 0.216, 2.405)  -0.01
O (-0.951, 0.344, 3.697)  0.03
H (2.360, 0.967, -0.600)  0.08
H (1.138, 2.085, 0.092)  0.09
H (1.541, 0.616, 0.972)  0.08
H (1.537, -1.401, -1.506)  0.13
H (1.115, -1.427, 0.311)  0.11
H (-0.029, -2.987, -1.089)  0.13
H (-0.908, 0.775, -2.565)  0.10
H (0.939, 1.521, -4.136)  0.06
H (2.241, 1.135, -2.793)  0.06

=====

Verdict on stability: w comes out on top.